1.
A 8-piece molecular cluster, C41H72FN10O16P2 overall at a distorted geometry, computed with ωB97M-V/def2-TZVPD.

Results
* net charge: +1
* gap between HOMO and LUMO: 4.7 eV
* E: -112608.9410 eV

Each line ends with the Löwdin charge.
CARTESIAN COORDINATES (ANGSTROEM)
C: 4.62 -4.53 -2.76  -0.09
C: 4.66 -3.06 -3.49  -0.24
O: 3.37 -2.30 -3.37  -0.24
C: 3.63 -0.94 -3.86  -0.18
C: 2.66 0.22 -3.22  0.02
C: 1.89 1.21 -4.33  0.08
F: 2.07 1.03 -5.82  -0.03
C: 0.91 2.46 -3.86  0.12
C: 0.20 3.40 -5.00  -0.20
O: 0.56 4.67 -5.28  0.04
O: -0.90 2.83 -5.83  -0.09
C: -2.20 3.41 -5.47  -0.16
C: -2.90 2.67 -4.15  -0.16
C: -4.26 1.83 -4.58  -0.17
C: -5.03 1.12 -3.32  -0.19
O: -4.34 -0.09 -2.80  -0.16
C: -5.02 -1.31 -3.28  -0.14
O: -5.12 -1.69 -4.56  -0.04
C: 0.74 2.66 -2.21  0.04
C: -0.19 3.92 -1.73  -0.12
C: 0.46 5.45 -1.93  0.04
C: -0.49 6.72 -1.43  0.00
C: -1.96 6.34 -0.81  -0.08
N: -2.55 4.98 -0.59  0.01
C: -1.68 3.84 -1.05  -0.07
C: 1.54 1.61 -1.21  -0.08
O: 1.34 1.86 0.25  -0.06
C: 0.04 1.20 0.61  -0.11
N: -1.01 0.79 1.25  0.19
N: 2.43 0.47 -1.73  -0.20
P: 3.28 -0.58 -0.52  0.92
P: 4.36 0.68 0.95  0.54
O: 4.87 2.05 0.33  -0.39
O: 5.82 -0.20 1.44  -0.23
O: 3.32 0.89 2.35  -0.24
H: 4.46 -5.41 -3.54  0.07
H: 5.72 -4.72 -2.32  0.10
H: 3.90 -4.60 -1.84  0.10
H: 4.86 -3.26 -4.65  0.15
H: 5.57 -2.47 -3.00  0.12
H: 3.51 -0.96 -5.05  0.16
H: 4.75 -0.57 -3.68  0.16
H: -3.00 3.31 -6.33  0.14
H: -2.13 4.56 -5.23  0.14
H: -3.21 3.51 -3.37  0.11
H: -2.07 1.98 -3.66  0.11
H: -5.05 2.56 -5.10  0.13
H: -4.02 1.01 -5.40  0.14
H: -6.14 0.76 -3.59  0.14
H: -5.17 1.84 -2.38  0.14
H: -5.52 -2.01 -2.47  0.17
H: 1.52 5.65 -2.41  0.11
H: -0.13 7.85 -1.54  0.11
H: -2.64 7.27 -0.49  0.12
H: -2.13 2.75 -0.91  0.12
H: 4.36 -1.32 -1.16  -0.03
H: 5.49 -0.95 2.06  0.09
H: 2.63 0.14 2.40  0.09
C: -3.15 8.88 3.27  -0.32
O: -3.25 9.25 2.11  0.00
N: -3.05 7.57 3.69  -0.21
C: -2.92 7.21 5.08  -0.06
C: -3.06 6.51 2.69  -0.06
H: -3.13 9.60 4.11  0.13
H: -1.98 6.66 5.23  0.09
H: -3.77 6.57 5.36  0.09
H: -2.93 8.10 5.72  0.09
H: -2.23 6.66 2.00  0.07
H: -4.00 6.56 2.13  0.09
H: -2.97 5.53 3.17  0.09
C: 3.05 -7.62 -3.77  -0.33
O: 4.10 -7.64 -3.14  -0.01
N: 2.69 -8.53 -4.74  -0.21
C: 1.43 -8.43 -5.45  -0.06
C: 3.59 -9.61 -5.07  -0.05
H: 2.29 -6.84 -3.60  0.13
H: 0.85 -9.35 -5.27  0.09
H: 1.63 -8.32 -6.52  0.09
H: 0.85 -7.57 -5.10  0.08
H: 3.77 -10.21 -4.17  0.10
H: 4.54 -9.19 -5.41  0.09
H: 3.17 -10.25 -5.85  0.09
C: -2.68 -3.67 3.29  -0.34
O: -2.47 -4.67 3.96  0.01
N: -2.73 -2.38 3.77  -0.21
C: -2.98 -1.24 2.91  -0.09
C: -2.53 -2.15 5.19  -0.05
H: -2.85 -3.73 2.20  0.13
H: -2.13 -0.56 2.97  0.05
H: -3.89 -0.73 3.25  0.06
H: -3.12 -1.56 1.87  0.09
H: -1.54 -2.53 5.47  0.09
H: -3.29 -2.70 5.75  0.09
H: -2.60 -1.09 5.42  0.09
C: 7.03 -3.78 2.31  -0.33
O: 5.96 -3.87 1.72  -0.02
N: 8.25 -3.48 1.72  -0.20
C: 9.47 -3.39 2.49  -0.06
C: 8.30 -3.25 0.29  -0.05
H: 7.11 -3.94 3.40  0.13
H: 9.89 -2.39 2.38  0.09
H: 10.18 -4.13 2.11  0.09
H: 9.29 -3.59 3.55  0.09
H: 7.64 -2.41 0.05  0.08
H: 7.94 -4.14 -0.22  0.09
H: 9.32 -3.03 -0.02  0.09
C: -6.26 -1.42 2.93  -0.32
O: -6.16 -0.21 3.04  -0.02
N: -7.41 -2.09 2.54  -0.19
C: -7.46 -3.53 2.43  -0.05
C: -8.60 -1.32 2.24  -0.04
H: -5.42 -2.10 3.13  0.12
H: -7.72 -3.80 1.40  0.09
H: -8.22 -3.91 3.12  0.10
H: -6.49 -3.98 2.69  0.09
H: -8.38 -0.63 1.42  0.09
H: -8.89 -0.74 3.13  0.07
H: -9.42 -1.99 1.96  0.10
C: -8.02 -1.49 6.84  -0.32
O: -8.45 -2.22 5.96  0.00
N: -7.84 -0.13 6.73  -0.20
C: -7.31 0.66 7.82  -0.07
C: -8.18 0.53 5.49  -0.05
H: -7.72 -1.89 7.82  0.13
H: -8.05 1.42 8.10  0.09
H: -6.39 1.15 7.49  0.09
H: -7.10 0.04 8.70  0.08
H: -9.24 0.36 5.28  0.09
H: -7.59 0.10 4.68  0.05
H: -7.98 1.60 5.56  0.09
C: 9.07 2.52 -2.70  -0.33
O: 8.99 1.33 -3.00  -0.01
N: 8.45 3.11 -1.63  -0.21
C: 8.59 4.52 -1.34  -0.06
C: 7.62 2.30 -0.76  -0.07
H: 9.68 3.22 -3.29  0.13
H: 9.03 4.64 -0.34  0.09
H: 7.61 4.99 -1.37  0.09
H: 9.25 5.01 -2.07  0.09
H: 8.23 1.50 -0.33  0.09
H: 6.81 1.86 -1.35  0.07
H: 7.19 2.91 0.04  0.08

2.
A 3-piece molecular cluster, C41H73FN5O4 overall at a distorted geometry, computed with ωB97M-V/def2-TZVPD.

Results
* net charge: +1
* gap between HOMO and LUMO: 6.2 eV
* E: -62041.8229 eV

Each line ends with the Löwdin charge.
CARTESIAN COORDINATES (ANGSTROEM)
C: -4.64 -2.39 -3.01  -0.14
C: -4.21 -1.78 -4.44  -0.25
C: -2.67 -1.25 -4.48  -0.20
C: -2.45 -0.07 -3.41  -0.21
C: -0.95 0.02 -2.83  -0.20
C: -0.43 -1.37 -2.15  -0.20
C: -1.34 -1.80 -0.89  -0.17
C: -1.12 -0.68 0.25  -0.15
C: -0.97 -1.24 1.75  -0.10
N: -0.23 -2.54 1.87  0.07
C: 0.94 -3.07 1.18  -0.13
O: 1.67 -2.42 0.14  0.01
C: 2.79 -1.68 0.71  -0.29
O: 3.97 -1.87 0.33  0.12
C: 2.37 -0.57 1.82  -0.09
C: 2.09 0.86 1.24  -0.02
C: 1.63 1.97 2.23  -0.04
C: 1.49 1.59 3.73  -0.06
C: 1.78 0.16 4.32  -0.05
C: 2.21 -0.95 3.33  -0.02
C: 1.38 -4.47 1.66  -0.05
C: 2.62 -5.33 1.15  -0.01
N: 0.39 -4.71 2.72  -0.01
C: 0.48 -5.97 3.51  -0.01
C: -0.70 -6.99 3.08  -0.26
O: -1.06 -7.81 3.96  0.11
F: -1.32 -6.97 1.79  0.04
C: -0.53 -3.60 2.82  -0.05
C: -1.68 -3.66 3.93  -0.09
C: -3.17 -3.54 3.34  -0.17
C: -4.11 -2.97 4.53  -0.17
C: -4.48 -1.41 4.38  -0.20
N: -4.76 -0.96 2.98  -0.14
C: -4.61 0.52 2.83  -0.09
C: -6.11 -1.32 2.52  -0.37
C: -7.11 -2.36 3.23  -0.01
O: -6.52 -0.78 1.43  0.00
H: -5.71 -2.82 -3.04  0.08
H: -3.93 -3.25 -2.77  0.08
H: -4.63 -1.63 -2.15  0.06
H: -4.24 -2.67 -5.19  0.11
H: -4.95 -0.99 -4.85  0.11
H: -2.48 -0.81 -5.53  0.11
H: -1.96 -2.14 -4.34  0.10
H: -2.64 0.92 -3.99  0.11
H: -3.18 -0.08 -2.52  0.09
H: -0.23 0.22 -3.71  0.11
H: -0.81 0.93 -2.11  0.11
H: 0.67 -1.15 -1.85  0.10
H: -0.35 -2.22 -2.94  0.11
H: -1.18 -2.88 -0.54  0.11
H: -2.45 -1.74 -1.23  0.09
H: -0.26 0.07 0.01  0.10
H: -2.08 -0.03 0.25  0.12
H: -0.34 -0.46 2.33  0.12
H: -2.00 -1.27 2.26  0.12
H: 2.19 1.09 0.13  0.12
H: 1.38 3.04 1.89  0.11
H: 1.14 2.38 4.50  0.10
H: 1.67 -0.09 5.45  0.10
H: 2.43 -2.04 3.62  0.11
H: 3.28 -5.63 2.04  0.10
H: 2.27 -6.29 0.63  0.10
H: 3.28 -4.75 0.40  0.11
H: 0.39 -5.77 4.63  0.16
H: 1.47 -6.51 3.33  0.15
H: -1.62 -4.59 4.60  0.13
H: -1.49 -2.75 4.63  0.13
H: -3.24 -2.94 2.37  0.10
H: -3.54 -4.61 3.12  0.12
H: -5.05 -3.61 4.66  0.10
H: -3.52 -3.07 5.52  0.12
H: -3.57 -0.81 4.76  0.12
H: -5.36 -1.09 5.07  0.13
H: -5.60 1.10 2.97  0.11
H: -4.20 0.80 1.78  0.09
H: -3.86 0.99 3.58  0.10
H: -7.10 -2.29 4.37  0.08
H: -8.17 -2.30 2.81  0.10
H: -6.71 -3.42 2.97  0.10
C: -3.18 2.76 -7.16  -0.09
C: -2.47 4.11 -7.21  -0.27
N: -1.49 4.31 -6.15  -0.19
C: -1.01 5.69 -6.06  -0.25
C: -0.21 6.24 -7.25  -0.09
C: -0.45 3.29 -6.02  -0.25
C: 0.44 3.03 -7.23  -0.08
H: -3.67 2.61 -6.20  0.07
H: -3.94 2.72 -7.95  0.08
H: -2.49 1.93 -7.34  0.06
H: -3.24 4.88 -7.13  0.12
H: -2.01 4.23 -8.21  0.10
H: -0.41 5.81 -5.15  0.11
H: -1.88 6.34 -5.92  0.11
H: 0.81 5.85 -7.26  0.05
H: -0.13 7.33 -7.16  0.07
H: -0.68 6.02 -8.21  0.07
H: -0.93 2.34 -5.75  0.09
H: 0.18 3.52 -5.16  0.11
H: -0.12 3.00 -8.17  0.07
H: 0.94 2.06 -7.12  0.07
H: 1.23 3.78 -7.32  0.06
C: 8.85 2.63 1.35  -0.09
C: 8.20 3.11 2.64  -0.27
N: 6.87 3.68 2.46  -0.19
C: 6.37 4.36 3.66  -0.25
C: 6.12 3.51 4.90  -0.09
C: 5.90 2.85 1.77  -0.25
C: 5.58 1.48 2.38  -0.09
H: 8.92 3.44 0.61  0.08
H: 9.87 2.29 1.55  0.07
H: 8.31 1.80 0.90  0.06
H: 8.86 3.87 3.07  0.12
H: 8.19 2.28 3.35  0.10
H: 5.46 4.91 3.41  0.11
H: 7.10 5.14 3.93  0.11
H: 5.20 2.93 4.81  0.05
H: 5.99 4.16 5.77  0.07
H: 6.94 2.83 5.12  0.07
H: 6.25 2.68 0.75  0.10
H: 4.96 3.41 1.65  0.11
H: 6.47 0.95 2.73  0.07
H: 5.09 0.85 1.63  0.06
H: 4.88 1.57 3.22  0.05

3.
A 8-piece molecular cluster, C41H76BrN3O17 overall at a distorted geometry, computed with ωB97M-V/def2-TZVPD.

Results
* gap between HOMO and LUMO: 8.0 eV
* E: -153068.4624 eV

Each line ends with the Löwdin charge.
CARTESIAN COORDINATES (ANGSTROEM)
C: 6.30 0.12 -1.24  0.00
C: 5.77 -0.96 -2.25  -0.52
O: 6.07 -0.85 -3.41  0.06
N: 4.94 -1.97 -1.70  0.02
C: 4.67 -3.08 -2.62  -0.20
C: 3.24 -3.70 -2.26  -0.18
C: 2.18 -2.92 -3.11  -0.17
C: 0.93 -2.38 -2.33  -0.16
C: 1.19 -1.13 -1.45  -0.57
Br: 2.30 -1.38 0.21  0.80
C: 1.84 0.15 -2.10  -0.25
C: 1.36 0.60 -3.55  -0.10
C: 2.56 0.71 -4.55  -0.23
N: 3.46 1.60 -4.41  0.10
C: 1.40 1.21 -1.05  0.02
N: 0.32 0.89 -0.44  0.16
C: -0.11 -0.46 -0.85  -0.22
C: -1.46 -0.65 -1.60  -0.67
O: -1.98 -1.76 -1.70  -0.03
O: -2.04 0.36 -2.12  -0.07
H: 7.27 -0.16 -0.79  0.08
H: 6.49 1.04 -1.85  0.09
H: 5.52 0.40 -0.50  0.06
H: 5.31 -2.29 -0.81  0.13
H: 5.39 -3.93 -2.52  0.12
H: 4.61 -2.79 -3.68  0.11
H: 3.04 -3.70 -1.17  0.06
H: 3.27 -4.76 -2.60  0.11
H: 2.60 -2.09 -3.72  0.10
H: 1.77 -3.65 -3.86  0.12
H: 0.39 -3.17 -1.76  0.13
H: 0.20 -2.04 -3.11  0.12
H: 2.94 0.03 -2.23  0.12
H: 0.94 1.63 -3.47  0.13
H: 0.56 -0.05 -3.96  0.12
H: 2.66 -0.01 -5.40  0.11
H: 3.23 2.16 -3.57  0.05
H: 1.98 2.15 -0.92  0.13
H: -0.19 1.42 0.28  0.14
H: -0.19 -1.01 0.12  0.12
O: 3.73 3.05 -0.58  0.05
C: 3.94 3.61 0.47  -0.50
O: 5.02 3.27 1.18  0.01
C: 5.48 4.00 2.33  -0.21
C: 4.78 3.53 3.59  -0.06
C: 2.97 4.61 1.03  0.02
H: 5.40 5.08 2.18  0.12
H: 6.55 3.78 2.42  0.12
H: 3.70 3.72 3.54  0.08
H: 5.17 4.04 4.47  0.09
H: 4.90 2.46 3.72  0.05
H: 2.20 4.08 1.59  0.09
H: 2.51 5.14 0.21  0.06
H: 3.43 5.36 1.67  0.08
O: -0.18 2.65 1.71  0.06
C: -0.96 2.55 2.63  -0.50
O: -0.86 1.51 3.46  0.01
C: -1.60 1.40 4.69  -0.22
C: -2.96 0.79 4.44  -0.06
C: -2.10 3.51 2.78  0.03
H: -1.66 2.36 5.20  0.12
H: -1.02 0.74 5.34  0.12
H: -3.56 1.42 3.78  0.06
H: -3.50 0.65 5.38  0.09
H: -2.86 -0.18 3.95  0.09
H: -2.94 3.18 2.17  0.10
H: -1.77 4.49 2.44  0.10
H: -2.43 3.64 3.81  0.08
O: -5.99 1.32 2.66  0.08
C: -5.96 0.98 1.50  -0.53
O: -5.53 1.84 0.58  -0.01
C: -5.26 1.49 -0.79  -0.22
C: -6.52 1.57 -1.63  -0.06
C: -6.48 -0.37 1.07  0.02
H: -4.78 0.52 -0.86  0.11
H: -4.54 2.22 -1.15  0.12
H: -7.28 0.87 -1.29  0.07
H: -6.29 1.36 -2.68  0.08
H: -6.96 2.57 -1.56  0.08
H: -7.55 -0.31 0.91  0.10
H: -6.27 -1.09 1.87  0.09
H: -6.00 -0.76 0.18  0.08
O: -3.37 -6.95 3.22  0.09
C: -3.36 -6.44 2.13  -0.53
O: -2.20 -6.04 1.59  -0.01
C: -2.05 -5.61 0.23  -0.23
C: -2.37 -4.14 0.07  -0.07
C: -4.65 -6.15 1.39  -0.01
H: -2.64 -6.24 -0.44  0.11
H: -1.00 -5.78 -0.03  0.12
H: -3.41 -3.92 0.33  0.07
H: -2.20 -3.81 -0.96  0.05
H: -1.75 -3.54 0.73  0.08
H: -5.04 -5.20 1.73  0.10
H: -5.36 -6.94 1.62  0.09
H: -4.54 -6.15 0.31  0.05
O: 5.05 1.45 5.52  0.08
C: 4.74 0.31 5.25  -0.52
O: 3.44 -0.02 5.18  0.01
C: 2.96 -1.28 4.67  -0.23
C: 2.94 -2.33 5.76  -0.06
C: 5.79 -0.76 5.10  0.02
H: 3.54 -1.59 3.80  0.11
H: 1.95 -1.09 4.32  0.12
H: 3.94 -2.54 6.14  0.07
H: 2.52 -3.26 5.38  0.09
H: 2.33 -1.99 6.60  0.08
H: 6.03 -1.16 6.08  0.10
H: 6.68 -0.31 4.66  0.09
H: 5.49 -1.56 4.43  0.07
O: -6.88 -5.85 -0.35  0.09
C: -6.86 -6.19 -1.51  -0.52
O: -6.50 -5.31 -2.45  0.00
C: -6.24 -5.66 -3.82  -0.23
C: -7.52 -5.66 -4.63  -0.07
C: -7.32 -7.57 -1.92  0.02
H: -5.70 -6.60 -3.89  0.11
H: -5.57 -4.89 -4.20  0.13
H: -8.22 -6.41 -4.27  0.07
H: -7.30 -5.86 -5.68  0.08
H: -8.01 -4.69 -4.56  0.08
H: -8.40 -7.56 -2.05  0.10
H: -7.06 -8.27 -1.13  0.09
H: -6.84 -7.94 -2.83  0.07
O: 2.39 7.12 0.02  0.08
C: 2.44 7.67 -1.05  -0.51
O: 3.63 8.05 -1.54  0.01
C: 3.83 8.53 -2.88  -0.23
C: 3.57 10.02 -2.97  -0.07
C: 1.19 8.03 -1.80  0.02
H: 3.24 7.96 -3.59  0.11
H: 4.88 8.33 -3.11  0.12
H: 2.54 10.27 -2.73  0.07
H: 3.79 10.38 -3.98  0.08
H: 4.20 10.56 -2.26  0.08
H: 0.81 8.99 -1.44  0.10
H: 0.44 7.26 -1.61  0.09
H: 1.32 8.07 -2.88  0.07

The lowest gap between HOMO and LUMO belongs to which entry? C41H72FN10O16P2

E of number 3 (C41H76BrN3O17)? -153068.4624 eV

Among the records above, which one has the lowest gap between HOMO and LUMO? C41H72FN10O16P2